{
  "formula": "C4H7NO",
  "method": "the ωB97M-V functional and the def2-TZVPD basis",
  "elements": ["C", "N", "C", "C", "C", "O", "H", "H", "H", "H", "H", "H", "H"],
  "positions_angstrom": [[-0.98272, -0.64857, -1.85275], [-1.11293, 0.32888, -1.06153], [-1.10577, 0.02765, 0.36326], [0.19419, 0.45782, 1.00426], [1.37767, 0.23118, 0.43792], [2.59694, 0.54747, 0.94116], [-0.88118, -1.69259, -1.51864], [-0.95801, -0.46383, -2.92800], [-1.28952, -1.04589, 0.54995], [-1.93298, 0.57848, 0.82344], [0.14110, 0.95976, 1.96984], [1.47633, -0.24939, -0.53160], [2.47687, 0.96903, 1.80269]],
  "forces_ev_per_a": [[-0.029, 0.186, 0.061], [0.065, -0.379, -0.227], [-0.070, -0.041, 0.130], [0.235, -0.034, -0.051], [-0.371, -0.067, -0.096], [0.012, 0.138, 0.241], [-0.060, 0.142, 0.017], [-0.018, -0.012, 0.138], [0.023, 0.158, -0.058], [0.146, -0.052, -0.074], [0.026, -0.089, -0.106], [-0.037, 0.090, 0.121], [0.077, -0.041, -0.097]],
  "lumo_energy_ha": 0.03547,
  "total_charge": 0,
  "e_homo_ev": -8.843,
  "spin_multiplicity": 1,
  "fmax_ha_per_bohr": 0.0087,
  "smiles": "C=NC/C=C/O",
  "relative_energy_kj_mol": 215.8
}

=====

{
  "formula": "C4H7NO",
  "method": "the ωB97M-V functional and the def2-TZVPD basis",
  "elements": ["C", "C", "C", "C", "N", "O", "H", "H", "H", "H", "H", "H", "H"],
  "positions_angstrom": [[0.03119, -1.43416, 0.85530], [0.22270, -0.10158, 1.14224], [-0.55203, 1.03829, 0.74328], [-0.43624, 0.09125, -0.87616], [0.70681, 0.32070, -1.60824], [-1.50137, -0.22397, -1.34069], [0.82209, -2.14356, 1.05999], [-0.91453, -1.88181, 0.58341], [1.22131, 0.15550, 1.49670], [-0.02628, 1.98793, 0.73036], [-1.61800, 1.03093, 0.94131], [0.52907, 0.46870, -2.59282], [1.51528, 0.69178, -1.13468]],
  "forces_ev_per_a": [[0.166, 0.917, 1.706], [1.597, -2.999, 0.954], [-0.526, -1.662, -3.285], [-1.917, 5.063, -0.030], [-0.326, -0.617, 0.583], [0.831, -0.947, 0.290], [0.077, 0.137, 0.133], [-0.074, 0.271, -0.242], [0.113, -0.257, -0.025], [-0.235, -0.069, 0.062], [0.081, 0.227, -0.031], [0.363, -0.127, 0.243], [-0.149, 0.061, -0.359]],
  "lumo_energy_ha": 0.02750,
  "total_charge": 0,
  "e_homo_ev": -7.984,
  "spin_multiplicity": 1,
  "fmax_ha_per_bohr": 0.1053,
  "smiles": "C=CCC(N)=O",
  "relative_energy_kj_mol": 330.4
}

=====

{
  "formula": "C4H7NO",
  "method": "the ωB97M-V functional and the def2-TZVPD basis",
  "elements": ["C", "C", "C", "O", "C", "N", "H", "H", "H", "H", "H", "H", "H"],
  "positions_angstrom": [[1.12327, 1.31604, -0.06342], [0.28004, 0.07158, -0.00451], [1.05418, -1.21403, -0.06151], [2.24999, -1.28870, -0.03143], [-1.06939, 0.16063, -0.05970], [-2.06506, -0.83976, -0.13299], [0.54321, 2.23689, -0.25429], [2.00539, 1.19811, -0.76941], [1.61496, 1.59423, 0.90674], [0.43712, -2.16826, -0.01480], [-1.48484, 1.14910, 0.02856], [-1.77835, -1.75276, 0.21169], [-2.91051, -0.46307, 0.24507]],
  "forces_ev_per_a": [[1.350, 0.926, 0.597], [0.434, -0.449, -0.763], [-1.919, 0.035, 0.810], [0.630, 0.080, -0.235], [0.137, -1.072, 0.416], [1.639, 0.780, 0.067], [0.122, -0.579, -0.493], [-1.308, 0.219, 0.585], [-0.320, -0.727, -0.514], [0.334, 0.609, -0.256], [-0.183, 0.307, -0.287], [-0.417, 0.345, -0.111], [-0.499, -0.474, 0.184]],
  "lumo_energy_ha": 0.02533,
  "total_charge": 0,
  "e_homo_ev": -8.721,
  "spin_multiplicity": 1,
  "fmax_ha_per_bohr": 0.0405,
  "smiles": "C/C(C=O)=C/N",
  "relative_energy_kj_mol": 140.1
}

=====

{
  "formula": "C4H7NO",
  "method": "the ωB97M-V functional and the def2-TZVPD basis",
  "elements": ["C", "N", "C", "C", "C", "O", "H", "H", "H", "H", "H", "H", "H"],
  "positions_angstrom": [[-1.34326, 0.57964, 0.87675], [-0.45488, 0.06399, -0.54649], [-0.64879, -1.10225, 0.10580], [0.73019, 0.63568, -0.76257], [1.97475, -0.08800, -0.75808], [3.07558, 0.40697, -0.94792], [-2.33773, 0.16082, 1.02643], [-1.44085, 1.60796, 0.52407], [-0.72802, 0.55381, 1.77761], [0.18712, -1.71463, 0.45585], [-1.61989, -1.57266, 0.01210], [0.72191, 1.66285, -1.11620], [1.88388, -1.19418, -0.64736]],
  "forces_ev_per_a": [[-0.230, 0.299, 0.313], [-0.003, -0.315, 0.040], [0.091, -0.079, -0.218], [0.189, 0.049, -0.058], [-0.022, 0.114, 0.011], [-0.243, -0.125, 0.032], [0.158, 0.039, -0.063], [0.084, -0.182, 0.034], [-0.060, -0.048, -0.138], [-0.117, 0.093, -0.038], [0.103, 0.141, 0.048], [-0.016, -0.137, 0.022], [0.066, 0.151, 0.014]],
  "lumo_energy_ha": [-0.00856, -0.00847],
  "total_charge": 0,
  "e_homo_ev": [-7.680, -7.680],
  "spin_multiplicity": 1,
  "fmax_ha_per_bohr": 0.0095,
  "relative_energy_kj_mol": 525.8
}

=====

{
  "formula": "C4H7NO",
  "method": "the ωB97M-V functional and the def2-TZVPD basis",
  "elements": ["C", "C", "C", "N", "H", "H", "H", "H", "H", "C", "O", "H", "H"],
  "positions_angstrom": [[1.45331, -0.14757, 0.49961], [0.64002, -0.61042, -0.67654], [0.08481, -1.87021, -0.86952], [-0.81082, -1.13355, -0.35263], [0.74168, -0.00962, 1.28364], [1.89742, 0.82658, 0.32374], [2.18355, -0.87827, 0.81797], [0.52789, 0.18762, -1.44661], [0.28466, -2.95310, -1.29532], [-1.78371, 1.67900, 0.41254], [-2.50336, 2.50670, -0.04136], [-1.88883, 0.58810, 0.30982], [-0.82664, 1.81473, 1.03466]],
  "forces_ev_per_a": [[-0.063, -0.285, -0.282], [-0.446, 3.665, -0.352], [-1.232, -3.190, -0.862], [1.846, -1.777, -0.715], [-0.329, 0.033, 0.935], [0.298, -0.064, -0.157], [0.341, -0.051, 0.110], [0.511, -0.934, 0.127], [-0.710, 2.295, 1.120], [1.565, -1.610, 1.057], [-0.175, 0.744, -0.115], [-0.806, 0.180, -0.367], [-0.798, 0.994, -0.499]],
  "lumo_energy_ha": 0.03043,
  "total_charge": 0,
  "e_homo_ev": -9.618,
  "spin_multiplicity": 1,
  "fmax_ha_per_bohr": 0.0721,
  "smiles": "C[C@H]1C=N1.C=O",
  "relative_energy_kj_mol": 414.3
}

=====

{
  "formula": "C4H7NO",
  "method": "the ωB97M-V functional and the def2-TZVPD basis",
  "elements": ["O", "C", "C", "C", "C", "N", "H", "H", "H", "H", "H", "H", "H"],
  "positions_angstrom": [[1.52765, 0.11283, 1.12189], [1.01561, 0.24846, -0.16073], [0.05556, -0.82096, -0.49896], [-1.33751, -0.61711, 0.17821], [-1.66368, 0.85154, 0.13866], [-0.77635, 1.65890, -0.05519], [2.22837, 0.76032, 1.25714], [1.77985, 0.46726, -0.91857], [0.08722, 2.11861, -0.30440], [0.41635, -1.80444, -0.17132], [-0.07873, -0.84896, -1.58476], [-1.31079, -0.90285, 1.23724], [-2.11580, -1.22045, -0.29785]],
  "forces_ev_per_a": [[-0.029, 0.244, 0.046], [0.506, -0.553, -0.254], [-0.300, -0.018, 0.002], [-0.009, -0.157, -0.035], [0.512, 0.100, -0.062], [-0.374, 0.275, 0.061], [-0.089, -0.102, 0.012], [-0.232, 0.090, 0.145], [-0.185, -0.194, 0.050], [0.068, 0.155, -0.036], [0.018, 0.012, 0.134], [-0.003, 0.050, -0.133], [0.117, 0.098, 0.070]],
  "lumo_energy_ha": [0.02759, 0.02745],
  "total_charge": 0,
  "e_homo_ev": [-7.039, -6.887],
  "spin_multiplicity": 1,
  "fmax_ha_per_bohr": 0.0154,
  "relative_energy_kj_mol": 494.3
}

=====

Please write out number 5 again, unchanged.
{
  "formula": "C4H7NO",
  "method": "the ωB97M-V functional and the def2-TZVPD basis",
  "elements": ["C", "C", "C", "N", "H", "H", "H", "H", "H", "C", "O", "H", "H"],
  "positions_angstrom": [[1.45331, -0.14757, 0.49961], [0.64002, -0.61042, -0.67654], [0.08481, -1.87021, -0.86952], [-0.81082, -1.13355, -0.35263], [0.74168, -0.00962, 1.28364], [1.89742, 0.82658, 0.32374], [2.18355, -0.87827, 0.81797], [0.52789, 0.18762, -1.44661], [0.28466, -2.95310, -1.29532], [-1.78371, 1.67900, 0.41254], [-2.50336, 2.50670, -0.04136], [-1.88883, 0.58810, 0.30982], [-0.82664, 1.81473, 1.03466]],
  "forces_ev_per_a": [[-0.063, -0.285, -0.282], [-0.446, 3.665, -0.352], [-1.232, -3.190, -0.862], [1.846, -1.777, -0.715], [-0.329, 0.033, 0.935], [0.298, -0.064, -0.157], [0.341, -0.051, 0.110], [0.511, -0.934, 0.127], [-0.710, 2.295, 1.120], [1.565, -1.610, 1.057], [-0.175, 0.744, -0.115], [-0.806, 0.180, -0.367], [-0.798, 0.994, -0.499]],
  "lumo_energy_ha": 0.03043,
  "total_charge": 0,
  "e_homo_ev": -9.618,
  "spin_multiplicity": 1,
  "fmax_ha_per_bohr": 0.0721,
  "smiles": "C[C@H]1C=N1.C=O",
  "relative_energy_kj_mol": 414.3
}

=====

What did the first record say?
{
  "formula": "C4H7NO",
  "method": "the ωB97M-V functional and the def2-TZVPD basis",
  "elements": ["C", "N", "C", "C", "C", "O", "H", "H", "H", "H", "H", "H", "H"],
  "positions_angstrom": [[-0.98272, -0.64857, -1.85275], [-1.11293, 0.32888, -1.06153], [-1.10577, 0.02765, 0.36326], [0.19419, 0.45782, 1.00426], [1.37767, 0.23118, 0.43792], [2.59694, 0.54747, 0.94116], [-0.88118, -1.69259, -1.51864], [-0.95801, -0.46383, -2.92800], [-1.28952, -1.04589, 0.54995], [-1.93298, 0.57848, 0.82344], [0.14110, 0.95976, 1.96984], [1.47633, -0.24939, -0.53160], [2.47687, 0.96903, 1.80269]],
  "forces_ev_per_a": [[-0.029, 0.186, 0.061], [0.065, -0.379, -0.227], [-0.070, -0.041, 0.130], [0.235, -0.034, -0.051], [-0.371, -0.067, -0.096], [0.012, 0.138, 0.241], [-0.060, 0.142, 0.017], [-0.018, -0.012, 0.138], [0.023, 0.158, -0.058], [0.146, -0.052, -0.074], [0.026, -0.089, -0.106], [-0.037, 0.090, 0.121], [0.077, -0.041, -0.097]],
  "lumo_energy_ha": 0.03547,
  "total_charge": 0,
  "e_homo_ev": -8.843,
  "spin_multiplicity": 1,
  "fmax_ha_per_bohr": 0.0087,
  "smiles": "C=NC/C=C/O",
  "relative_energy_kj_mol": 215.8
}

=====

What did the first record say?
{
  "formula": "C4H7NO",
  "method": "the ωB97M-V functional and the def2-TZVPD basis",
  "elements": ["C", "N", "C", "C", "C", "O", "H", "H", "H", "H", "H", "H", "H"],
  "positions_angstrom": [[-0.98272, -0.64857, -1.85275], [-1.11293, 0.32888, -1.06153], [-1.10577, 0.02765, 0.36326], [0.19419, 0.45782, 1.00426], [1.37767, 0.23118, 0.43792], [2.59694, 0.54747, 0.94116], [-0.88118, -1.69259, -1.51864], [-0.95801, -0.46383, -2.92800], [-1.28952, -1.04589, 0.54995], [-1.93298, 0.57848, 0.82344], [0.14110, 0.95976, 1.96984], [1.47633, -0.24939, -0.53160], [2.47687, 0.96903, 1.80269]],
  "forces_ev_per_a": [[-0.029, 0.186, 0.061], [0.065, -0.379, -0.227], [-0.070, -0.041, 0.130], [0.235, -0.034, -0.051], [-0.371, -0.067, -0.096], [0.012, 0.138, 0.241], [-0.060, 0.142, 0.017], [-0.018, -0.012, 0.138], [0.023, 0.158, -0.058], [0.146, -0.052, -0.074], [0.026, -0.089, -0.106], [-0.037, 0.090, 0.121], [0.077, -0.041, -0.097]],
  "lumo_energy_ha": 0.03547,
  "total_charge": 0,
  "e_homo_ev": -8.843,
  "spin_multiplicity": 1,
  "fmax_ha_per_bohr": 0.0087,
  "smiles": "C=NC/C=C/O",
  "relative_energy_kj_mol": 215.8
}